(1)
Formula: C24H44Cl2N2O8PS2
Source: the Open Molecules 2025 dataset
Level of theory: the ωB97M-V functional and the def2-TZVPD basis

```
83
Properties=species:S:1:pos:R:3:forces:R:3
C 2.320 -4.500 1.060 0.3180 0.3836 -0.3394
C 2.011 -2.964 0.603 1.5838 -0.4457 0.3093
C 1.736 -2.112 1.942 1.4641 -0.0087 -1.1648
C 0.936 -0.734 1.735 0.6159 -1.1400 0.5987
O 0.362 -0.519 3.088 -3.9419 -1.4244 -0.8407
C -0.864 -1.208 3.227 -2.1509 -1.7590 0.5020
N -1.892 -1.845 3.367 5.7418 3.6542 -0.7242
N 1.766 0.534 1.607 0.0299 0.8794 -3.1615
C 1.708 1.140 0.397 -2.2003 -1.0162 0.7299
P 2.672 2.772 0.162 0.3219 2.2309 0.4288
O 1.723 3.916 1.071 -0.3137 -3.3192 -1.6793
Cl 2.542 3.473 -1.823 -0.4284 -0.8395 1.5735
C 0.773 0.307 -0.660 2.4061 -0.3674 0.4763
Cl -0.178 1.283 -1.883 0.3255 -0.6167 1.8529
C 1.873 -0.455 -1.558 1.0894 -1.0234 0.4295
O 2.449 0.347 -2.618 0.8367 -1.2440 1.7977
C 3.872 -0.047 -2.647 1.4432 0.4519 -0.4251
C -0.033 -0.524 0.478 -2.6977 1.5615 0.2646
O -0.965 -1.547 0.086 1.0166 1.5952 0.5662
C -2.321 -0.958 0.115 -1.8559 0.0887 -0.3405
C -3.457 -1.958 -0.446 -1.1486 1.1611 -0.2758
C -4.063 -1.333 -1.834 -0.1420 -0.0191 0.2169
C -4.709 -1.895 0.612 0.1863 0.3115 0.5070
C -5.757 -3.103 0.426 0.1450 0.0980 0.9017
C -5.441 -0.431 0.582 0.3017 -0.4062 0.7325
H 2.878 -4.515 2.078 -1.1240 0.0932 -1.6258
H 1.335 -5.077 1.122 1.5458 0.6660 0.0276
H 3.055 -5.002 0.315 -1.5359 0.8070 1.1459
H 3.007 -2.593 0.133 -1.7815 -0.4588 0.7082
H 1.202 -2.884 -0.201 0.9410 -0.2501 1.3986
H 1.282 -2.824 2.716 0.0587 1.5217 -1.0818
H 2.782 -1.822 2.360 -1.7981 -0.4721 -0.5195
H 2.332 0.960 2.375 -0.6265 -0.7298 -0.5897
H 0.785 3.581 1.008 0.9496 1.0546 0.1924
H 2.750 -0.723 -0.841 -1.5751 0.2665 -0.9663
H 1.523 -1.449 -2.013 -0.0698 1.4361 0.8440
H 4.411 0.452 -3.545 -1.2979 -0.9695 1.5196
H 4.443 0.328 -1.707 -1.1384 -0.5227 -1.1994
H 4.014 -1.188 -2.693 -0.4220 1.6481 -0.0897
H -0.746 0.310 0.875 1.4098 -0.9511 -0.3854
H -2.363 0.006 -0.524 0.4044 -1.5761 0.9315
H -2.647 -0.665 1.186 1.0033 -0.5867 -1.5001
H -3.089 -3.038 -0.606 -0.4507 1.7633 0.4016
H -3.455 -1.627 -2.758 -0.9271 0.2851 1.3027
H -4.085 -0.177 -1.790 0.1212 -1.8961 0.0391
H -5.175 -1.651 -1.940 2.0551 0.3281 -0.0667
H -4.277 -1.980 1.685 -0.5793 0.0080 -1.7546
H -6.796 -2.799 0.847 1.7230 -0.4280 -0.9399
H -5.408 -3.971 1.115 -0.5482 1.2673 -1.4880
H -5.842 -3.449 -0.666 0.0463 0.5050 1.7102
H -5.970 -0.297 1.604 0.6543 -0.2657 -1.7989
H -6.212 -0.353 -0.266 1.2650 0.0165 1.3073
H -4.665 0.432 0.537 -1.3366 -1.4223 -0.1660
C 3.872 2.046 -8.488 -0.1560 -0.0443 -0.1260
C 3.023 2.671 -7.380 -0.0295 0.2679 -0.0840
C 2.935 1.655 -6.240 -0.5136 0.3406 0.1247
S 4.425 0.670 -6.334 0.0830 0.0666 -0.4920
O 4.060 -0.687 -6.670 0.1990 0.1770 0.4361
O 5.277 0.983 -5.204 -0.0037 -0.2948 -0.1472
C 5.090 1.455 -7.791 0.1751 0.2125 -0.3929
H 4.160 2.781 -9.242 -0.0125 -0.1018 0.0711
H 3.304 1.254 -8.987 0.0955 0.0595 0.0125
H 3.507 3.586 -7.022 -0.0368 -0.0912 -0.0378
H 2.028 2.947 -7.740 0.1029 -0.0290 0.0711
H 2.886 2.145 -5.267 0.0406 -0.2305 -0.0074
H 2.080 0.987 -6.364 0.1806 -0.0579 0.0501
H 5.620 0.722 -8.399 -0.0041 -0.0533 0.2164
H 5.776 2.239 -7.464 -0.0359 -0.1168 0.0416
C -0.846 2.493 6.688 0.1566 -0.0196 0.0750
C -1.216 1.134 6.090 0.1577 -0.0678 -0.1439
C -2.469 0.640 6.813 0.2843 -0.5516 -0.2322
S -3.347 2.104 7.350 -0.4303 0.1842 0.0402
O -3.346 2.138 8.793 -0.1566 -0.0141 -0.3932
O -4.560 2.243 6.576 0.2150 -0.0506 0.4052
C -2.147 3.283 6.756 0.4185 0.3030 -0.1343
H -0.094 3.010 6.087 -0.0498 -0.0114 0.0863
H -0.439 2.355 7.695 -0.0369 0.0556 -0.0894
H -1.429 1.253 5.021 -0.0238 0.0186 0.0612
H -0.398 0.416 6.183 -0.0823 0.0330 -0.0003
H -3.111 0.055 6.153 -0.0824 0.0903 0.2071
H -2.216 0.054 7.699 -0.1170 0.1347 -0.0211
H -2.097 4.136 7.431 -0.1837 -0.1025 -0.0033
H -2.462 3.607 5.761 -0.0667 -0.0301 0.1132
```
Forces are in eV/Å.

Its total energy is -3709.90510 Eh. As for the HOMO-LUMO gap: 6.5 eV. Its net charge is +1. As for the highest occupied orbital energy: -12.13 eV.

---

(2)
Formula: C24H44N2O7
Source: the Open Molecules 2025 dataset
Level of theory: the ωB97M-V functional and the def2-TZVPD basis

```
77
Properties=species:S:1:pos:R:3:forces:R:3
C -1.504 -1.361 2.926 -0.0212 0.0024 -0.0027
C -2.753 -0.626 2.415 -0.0067 0.0579 0.2465
C -3.433 -1.290 1.220 0.0374 -0.0478 -0.2513
C -2.827 -0.890 -0.141 -0.1711 0.1039 0.1596
C -3.041 -1.939 -1.236 0.0961 0.0558 -0.0167
C -1.890 -2.929 -1.458 -0.1455 -0.3896 -0.1735
C -1.284 -3.497 -0.180 0.1391 -0.2194 0.2837
N -2.082 -4.627 0.374 0.0295 -0.1949 -1.0029
C -1.539 -5.860 -0.032 -0.8872 -1.5940 0.7233
O -2.061 -6.967 0.158 0.7894 2.3177 -0.4809
C -0.218 -5.600 -0.699 -0.1304 -0.1336 0.3451
C 0.125 -4.159 -0.328 0.0236 -0.1992 0.1645
C 0.845 -4.140 1.020 0.1238 -0.1477 -0.0101
O 0.915 -3.645 -1.376 -0.0037 0.2306 -0.2324
C 1.793 -2.569 -1.097 0.3060 0.0331 -0.0309
C 1.119 -1.269 -0.672 -0.2924 -0.2062 0.1332
N 2.077 -0.182 -0.726 0.3910 -0.2185 -0.0194
C 2.291 0.414 -2.035 -0.1106 0.1936 0.0665
C 1.054 1.012 -2.712 0.3285 0.3520 -0.5419
C 1.439 2.107 -3.713 0.0571 -0.4531 -0.2253
O 0.256 0.024 -3.382 -0.3721 0.4065 0.4281
H -1.588 -2.439 2.757 0.0115 0.0656 0.0342
H -0.589 -1.006 2.443 -0.0609 -0.0941 -0.0315
H -1.382 -1.218 4.002 0.0699 0.0640 -0.0794
H -2.475 0.399 2.147 -0.0813 0.0222 0.0291
H -3.466 -0.537 3.242 0.0311 -0.0726 -0.1147
H -4.497 -1.028 1.212 0.0945 -0.1035 -0.0147
H -3.380 -2.381 1.332 -0.0494 0.1262 0.0959
H -1.768 -0.648 -0.010 0.0328 -0.0343 -0.1400
H -3.316 0.033 -0.466 0.1602 0.0703 0.0864
H -3.213 -1.437 -2.193 -0.1000 -0.0932 0.0676
H -3.953 -2.492 -0.992 -0.0875 0.0280 -0.0946
H -2.295 -3.768 -2.043 0.1818 0.0503 -0.0379
H -1.117 -2.486 -2.086 0.0116 0.1100 0.1864
H -1.225 -2.711 0.582 0.0068 -0.1534 -0.1638
H -3.050 -4.589 0.076 -0.2727 0.0456 0.6310
H -0.392 -5.686 -1.776 0.2114 -0.0145 0.0561
H 0.506 -6.341 -0.357 0.0958 0.1019 -0.2802
H 1.040 -3.132 1.394 -0.0912 -0.1017 -0.0582
H 0.231 -4.659 1.757 0.0127 0.0107 0.0384
H 1.800 -4.667 0.933 -0.0999 0.0284 0.0553
H 2.551 -2.862 -0.358 -0.1141 0.0932 -0.0491
H 2.331 -2.406 -2.037 -0.0835 -0.0134 0.0867
H 0.243 -1.104 -1.306 0.0152 0.0672 0.0200
H 0.748 -1.360 0.359 0.1281 0.0905 -0.1866
H 1.828 0.539 -0.071 -0.2015 0.1880 0.0726
H 3.030 1.212 -1.909 -0.0526 -0.0836 0.0056
H 2.749 -0.315 -2.713 0.0242 -0.0421 0.0046
H 0.425 1.461 -1.954 -0.1707 -0.1632 0.1801
H 0.553 2.659 -4.031 0.0393 0.0396 0.0496
H 2.189 2.789 -3.311 -0.1375 0.1029 0.0817
H 1.860 1.638 -4.610 0.0273 0.0858 0.0890
H 0.840 -0.655 -3.707 0.3325 -0.3669 -0.2799
O 0.341 2.282 0.384 0.0917 -0.1521 0.1646
C -0.409 3.129 -0.013 0.1008 0.1303 -0.0322
C -0.619 4.515 0.539 -0.3084 0.2010 0.0687
C -1.937 4.953 -0.103 0.1300 -0.2060 -0.0498
C -1.911 4.155 -1.406 -0.0178 0.0861 0.0383
O -1.189 2.944 -1.094 -0.1689 0.0390 -0.0250
H 0.224 5.134 0.224 0.0500 -0.0029 0.0508
H -0.654 4.486 1.625 0.1524 0.0175 0.0305
H -2.028 6.024 -0.263 0.0631 0.0077 -0.0471
H -2.776 4.630 0.514 -0.0203 -0.0041 -0.0116
H -1.367 4.674 -2.198 0.0036 0.0189 0.0007
H -2.894 3.874 -1.774 0.0076 -0.0650 -0.0031
O 3.611 4.611 -0.089 -0.0479 0.0623 -0.2121
C 3.504 4.367 1.075 0.0707 -0.2066 0.0043
C 3.947 3.122 1.817 -0.2715 0.0273 0.2047
C 3.168 3.214 3.130 0.0304 0.0236 -0.1232
C 3.005 4.723 3.285 -0.0097 -0.0592 0.0305
O 2.930 5.235 1.941 -0.0893 0.0713 0.1384
H 5.026 3.184 1.966 0.0310 -0.0322 -0.0221
H 3.715 2.237 1.232 0.1023 -0.0125 -0.0799
H 3.663 2.753 3.982 0.0495 0.0332 -0.0006
H 2.191 2.747 3.008 -0.0093 -0.0028 -0.0066
H 3.861 5.187 3.779 0.0149 -0.0155 0.0056
H 2.096 5.013 3.806 -0.0188 0.0381 -0.0261
```
Forces are in eV/Å.

Its total energy is -1577.10762 Eh. As for the HOMO-LUMO gap: 8.9 eV. Its net charge is 0. As for the highest occupied orbital energy: -8.48 eV. The SMILES is CCCCCC[C@H]1NC(=O)C[C@@]1(C)OCCNC[C@@H](C)O.O=C1CCCO1.O=C1CCCO1.

---

(3)
Formula: C24H44N4O16
Source: the Open Molecules 2025 dataset
Level of theory: the ωB97M-V functional and the def2-TZVPD basis

```
88
Properties=species:S:1:pos:R:3:forces:R:3
O -4.563 0.719 -3.953 0.9713 0.6439 -1.8533
C -4.034 1.001 -5.022 -1.4139 -0.2137 1.6451
O -4.422 2.040 -5.777 -0.5317 0.4801 0.7907
C -3.810 2.042 -7.045 0.0547 -1.2904 -0.9531
C -2.786 0.887 -6.863 1.6849 0.6936 -0.0752
O -3.076 0.298 -5.604 -0.8694 -0.2890 0.3590
H -4.605 1.864 -7.831 0.8943 -0.0382 0.8509
H -3.302 2.969 -7.292 -0.0896 0.2175 0.4428
H -1.745 1.259 -6.664 -0.8795 -0.1108 -1.0747
H -2.850 0.103 -7.610 0.1919 0.0871 -0.1831
O -1.374 3.197 -4.921 1.5388 0.1923 -0.1622
C -0.205 3.351 -4.626 -1.3371 -0.4252 0.6525
O 0.199 4.309 -3.753 -1.1966 -0.4117 -0.5950
C 1.605 4.311 -3.580 0.1337 -0.3762 -0.1584
C 1.966 2.910 -4.135 0.6871 0.7001 -1.3839
O 0.802 2.526 -5.003 0.7363 1.6942 0.9902
H 1.974 5.144 -4.173 0.4530 -0.1104 -0.1390
H 1.825 4.524 -2.515 0.0179 -0.6403 -0.6860
H 1.970 2.173 -3.382 0.2286 -0.7474 1.0508
H 2.930 2.885 -4.716 -1.2487 0.0318 0.4777
O 1.953 2.214 -0.458 -0.3638 -2.6049 0.5441
C 1.717 1.058 -0.116 -0.8099 2.2536 -0.2945
O 2.594 0.097 0.058 1.3349 -1.3609 0.5065
C 2.041 -1.100 0.749 -1.3710 2.3442 -0.4771
C 0.513 -0.774 0.506 1.5866 -1.2330 -0.8767
O 0.466 0.608 0.157 0.0806 -0.2365 -0.0733
H 2.300 -1.979 0.199 0.5450 -0.3567 -0.2143
H 2.405 -1.111 1.797 -0.3654 0.1085 -0.7077
H -0.049 -0.967 1.358 -1.0486 0.0490 1.6348
H 0.123 -1.470 -0.274 0.1957 0.9821 0.0597
O 0.693 -1.494 3.992 0.8798 2.1756 -0.5551
C 0.248 -2.524 4.318 -0.7931 -2.1423 0.0701
O 0.157 -2.974 5.580 0.6510 1.7504 -0.5111
C -0.469 -4.205 5.597 0.1911 -2.0974 2.2465
C -0.597 -4.623 4.159 2.2254 0.4449 0.3100
O -0.218 -3.449 3.435 0.0653 0.3001 0.3988
H 0.235 -4.890 6.178 -1.1791 0.6141 -0.6327
H -1.432 -4.104 6.127 0.3647 -0.1877 -0.3571
H -1.556 -4.887 3.943 -2.6335 -0.6250 -0.8441
H 0.091 -5.414 3.914 0.2767 -0.2895 -0.2219
C -4.528 -5.103 2.254 0.5293 0.3449 -0.6319
N -3.870 -3.807 2.098 0.3660 -0.4120 -0.7743
C -3.386 -3.024 3.074 -0.2305 -0.3109 0.3236
C -2.934 -1.653 2.618 -0.5919 0.6301 0.0742
O -3.306 -3.393 4.250 -0.0547 0.2476 -0.3487
H -3.874 -5.999 2.385 -0.2309 0.9134 0.3503
H -5.076 -5.296 1.318 -0.0100 0.1923 0.4726
H -5.192 -4.899 3.067 -0.6373 -0.9256 0.6458
H -3.821 -3.458 1.156 0.1167 0.2316 -0.2699
H -2.885 -1.523 1.535 -0.1844 -0.2495 0.1164
H -1.949 -1.508 3.003 0.7473 0.1923 0.3440
H -3.559 -0.835 3.050 0.2646 -0.7936 -0.2325
C 5.028 1.809 -1.286 1.1193 -0.6310 0.6048
N 4.954 3.127 -0.686 -0.9123 1.1567 0.1178
C 4.793 4.304 -1.400 -0.5449 -0.2737 -0.1548
C 4.770 5.596 -0.563 -1.1726 -2.3105 1.7760
O 4.648 4.377 -2.628 0.2980 -0.6434 1.1711
H 4.467 1.013 -0.764 0.3025 0.8332 0.0778
H 6.096 1.575 -1.274 -0.0261 -0.5884 0.0091
H 4.759 1.740 -2.315 -0.5340 0.6576 -0.7352
H 4.820 3.136 0.342 0.1894 0.2045 -1.2469
H 3.777 5.593 0.030 1.4525 0.1231 -0.9307
H 4.779 6.418 -1.246 0.4233 0.5860 -0.0053
H 5.579 5.472 0.204 -0.5314 0.8722 -0.7856
C -3.980 -0.048 -0.583 1.4140 0.0553 -1.8232
N -4.082 -0.958 -1.775 -0.1059 -0.5743 2.4362
C -3.886 -2.299 -1.675 -0.0899 1.3769 0.1481
C -4.092 -3.003 -3.007 0.8540 -0.5877 -0.3824
O -3.507 -2.843 -0.624 -0.4636 0.1029 -0.9874
H -4.488 -0.446 0.266 -0.5947 -0.2269 0.4242
H -4.266 1.005 -0.818 -0.1381 -1.1071 -0.0803
H -2.907 -0.013 -0.352 -0.1829 0.1134 0.2970
H -4.355 -0.580 -2.644 -0.2654 0.6255 -0.9233
H -4.835 -3.789 -2.991 -0.2456 -0.1627 0.5005
H -3.133 -3.522 -3.218 -0.5013 0.3525 -0.1174
H -4.375 -2.358 -3.860 0.3956 0.0002 0.6287
C 5.381 -0.041 5.411 0.7457 1.5220 3.0627
N 4.194 0.809 5.324 -0.7938 -0.6429 -0.0490
C 3.688 1.060 4.105 1.1610 -0.4980 -1.5407
C 2.254 1.389 3.995 -1.3058 0.5289 0.6735
O 4.374 0.937 3.085 -0.3446 0.1537 0.5584
H 6.241 0.616 5.195 -0.1792 -0.7124 -0.3221
H 5.412 -0.982 4.882 -0.4233 0.0542 -0.5304
H 5.484 -0.256 6.523 -0.0193 -0.0079 -1.3005
H 3.448 0.811 6.012 0.7681 -0.4567 0.2722
H 2.142 2.422 3.651 -0.1395 -0.1754 0.1240
H 1.609 1.171 4.881 0.7434 0.4354 -0.4639
H 1.877 0.733 3.237 -0.2953 -0.1919 -0.5731
```
Forces are in eV/Å.

For the energy above the lowest of the compared OMol25 structures with the same formula, charge and spin, the calculation gives 0.000 eV. Its total energy is -2363.83810 Eh. As for the HOMO-LUMO gap: 9.6 eV. Its net charge is 0. As for the highest occupied orbital energy: -9.12 eV. The SMILES is O=C1OCCO1.O=C1OCCO1.O=C1OCCO1.O=C1OCCO1.CNC(C)=O.CNC(C)=O.CNC(C)=O.CNC(C)=O.

---

Q: Look up the HOMO-LUMO gap of the third one.
A: 9.6 eV

---

Q: Look up the net charge of the first one.
A: +1

---

Q: net charge of number 1 (C24H44Cl2N2O8PS2)?
A: +1